[1]
{"formula": "C6H18F6KN3O20P2S6", "method": "the ωB97M-V functional and the def2-TZVPD basis", "gap_ev": 7.46, "charge": -2, "homo_ev": -3.5, "e_lumo_ev": 3.959, "symbols": ["K", "N", "S", "O", "O", "F", "S", "O", "O", "F", "N", "S", "O", "O", "F", "S", "O", "O", "F", "N", "S", "O", "O", "F", "S", "O", "O", "F", "C", "O", "P", "O", "O", "C", "O", "C", "H", "H", "H", "H", "H", "H", "H", "H", "H", "C", "O", "P", "O", "O", "C", "O", "C", "H", "H", "H", "H", "H", "H", "H", "H", "H"], "positions_angstrom": [[0.152108, -0.381225, -0.653319], [0.505716, -2.208071, -1.039761], [1.793044, -2.989159, -0.614993], [2.037165, -4.208611, -1.369199], [2.284763, -2.934944, 0.730029], [2.763794, -1.994921, -1.449127], [-0.586304, -3.160392, -0.203030], [-0.504431, -3.299882, 1.238190], [-0.803461, -4.379479, -0.980942], [-1.731186, -2.106667, -0.443624], [0.503361, 4.062233, -1.365601], [1.257473, 2.789285, -0.579423], [0.600798, 1.437852, -0.487461], [2.232280, 3.216786, 0.412315], [2.173527, 2.495231, -1.954769], [-0.734765, 3.765114, -0.599097], [-0.853636, 3.998379, 0.808280], [-1.707260, 2.844805, -1.212789], [-1.378105, 5.207573, -1.070102], [-0.009658, -0.020469, -2.466618], [-1.542072, 0.330153, -2.954556], [-1.887772, 0.499864, -4.356744], [-2.357683, 1.021363, -1.909178], [-2.059304, -1.207878, -2.793951], [0.723089, 0.883549, -3.366390], [0.292253, 2.296130, -3.341388], [1.252406, 0.385253, -4.634251], [2.043410, 0.949917, -2.400534], [-3.091975, 2.040802, -0.147132], [-3.498688, 0.681158, -0.013205], [-2.663073, -0.290955, 0.901479], [-1.192304, -0.294480, 0.581065], [-3.079849, 0.238576, 2.356781], [-3.127955, -0.528672, 3.504120], [-3.612401, -1.613733, 0.806829], [-3.739956, -2.199802, -0.427104], [-2.040124, 2.129803, 0.124483], [-3.645567, 2.739188, 0.480484], [-3.005929, 2.379339, -1.179650], [-2.433034, -1.358370, 3.374483], [-4.099014, -0.940806, 3.778506], [-2.690755, 0.090130, 4.287724], [-2.991115, -1.956706, -1.180935], [-4.708164, -2.029106, -0.897797], [-3.705173, -3.287522, -0.365815], [2.787493, 1.651328, 2.567837], [3.060831, 0.968208, 1.337103], [2.992051, -0.673616, 1.158472], [3.391416, -1.593642, 2.262448], [1.418483, -0.983943, 0.693144], [0.422987, -1.273350, 1.698499], [3.874667, -0.852079, -0.245036], [5.262132, -0.504116, -0.221594], [2.432213, 2.647525, 2.304258], [3.681874, 1.747686, 3.183391], [1.995263, 1.090434, 3.063698], [0.651720, -2.149105, 2.305808], [-0.584584, -1.447144, 1.320701], [0.419103, -0.442097, 2.403559], [5.604012, 0.102849, 0.616748], [5.561537, 0.012256, -1.133631], [5.894327, -1.391827, -0.241688]], "forces_ev_per_angstrom": [[0.395, 1.464, -0.384], [-0.513, -11.559, 1.116], [5.034, -2.383, -4.312], [-0.498, 0.443, 1.156], [-0.273, -3.280, -1.304], [-2.335, -1.872, -1.166], [0.797, -2.807, -2.216], [-1.376, -2.250, -2.478], [-0.956, 1.943, 1.413], [4.943, -2.937, 0.006], [4.245, -2.431, 1.614], [6.647, -1.184, -3.910], [2.638, 11.158, 1.868], [-2.070, -0.192, -1.380], [1.098, 13.021, 7.034], [-9.947, 4.555, -1.954], [0.983, -1.414, 0.924], [10.383, 8.098, -2.567], [-0.595, 0.164, -0.156], [-6.256, 0.277, -9.514], [-4.903, -1.030, 1.023], [1.077, 0.553, 1.567], [3.605, -5.088, -6.229], [0.326, 0.131, 0.074], [7.052, 5.366, -4.637], [-0.275, -2.825, -0.749], [-0.937, 0.390, 1.665], [-1.645, -13.042, -5.333], [-2.214, -0.631, 3.322], [-1.346, -1.423, 1.696], [-2.316, 2.384, -0.418], [-12.566, 4.077, 6.343], [-0.201, 0.474, -1.284], [1.560, -0.849, 0.802], [1.571, 1.713, 1.691], [-3.503, -1.704, -3.469], [-1.793, -1.684, 1.858], [-0.651, -0.255, 0.402], [-3.892, -1.093, 1.451], [-0.052, -0.421, 0.326], [-0.203, 0.336, -0.262], [-0.387, -0.076, 0.338], [-2.903, 0.452, -0.281], [-0.545, 0.567, 0.537], [0.246, -0.149, 0.448], [-0.472, -0.450, -0.071], [0.544, -2.102, -0.222], [0.153, -0.561, 0.214], [0.553, 2.765, 0.015], [5.765, 2.466, 5.689], [2.500, -0.251, 4.218], [0.522, 2.600, 3.763], [0.559, -0.073, -0.037], [0.048, -0.357, 0.111], [0.040, -0.320, 0.027], [0.120, 0.253, 0.485], [1.071, 0.418, -0.180], [2.795, 0.202, 1.039], [-0.279, 0.470, -0.087], [-0.393, 0.086, 0.179], [-0.652, 0.295, -0.117], [-0.326, -0.430, 0.302]]}

---

[2]
{"formula": "C12H12", "method": "the ωB97M-V functional and the def2-TZVPD basis", "gap_ev": 9.43, "charge": 0, "homo_ev": -8.5, "smiles": "c1ccccc1.c1ccccc1", "e_lumo_ev": 0.893, "symbols": ["C", "C", "C", "C", "C", "C", "C", "C", "C", "C", "C", "C", "H", "H", "H", "H", "H", "H", "H", "H", "H", "H", "H", "H"], "positions_angstrom": [[-1.854607, 0.448404, 1.249639], [-0.787572, 1.294791, 1.535547], [-0.301908, 2.279603, 0.671282], [-0.890937, 2.436106, -0.617549], [-2.103441, 1.698938, -0.851038], [-2.426524, 0.687304, -0.027005], [0.294906, -2.023556, 0.335024], [1.280596, -2.863401, -0.169979], [2.392092, -2.284260, -0.810802], [2.499788, -0.923102, -0.955234], [1.604491, -0.076269, -0.425798], [0.448308, -0.656046, 0.165555], [-2.226985, -0.326353, 1.977543], [-0.286683, 1.312827, 2.556748], [0.500769, 2.947600, 0.971149], [-0.508648, 3.228824, -1.209629], [-2.594760, 1.658474, -1.895417], [-3.260621, 0.022960, -0.248210], [-0.673779, -2.400199, 0.777444], [1.174163, -3.929449, -0.061626], [3.068742, -2.889493, -1.376366], [3.365178, -0.594836, -1.478152], [1.718273, 0.983858, -0.525012], [-0.430842, -0.032728, 0.411884]], "forces_ev_per_angstrom": [[-0.959, 1.567, 0.064], [0.215, 1.786, 3.215], [-1.220, -0.121, -1.507], [-1.422, -0.867, 2.662], [2.191, 0.769, -3.561], [-1.926, -2.207, 2.894], [-0.650, 0.106, -0.070], [0.665, 0.410, 0.006], [-1.519, -1.237, 0.005], [1.557, -0.815, -0.231], [-2.357, -0.308, 1.027], [-0.023, 0.704, -0.759], [0.522, 0.932, -1.105], [-0.738, -0.513, -1.344], [-0.019, -0.300, 0.009], [0.017, 0.348, -0.894], [0.754, 0.627, 1.866], [0.052, 0.245, -0.380], [1.295, 0.275, -0.497], [0.133, -0.246, -0.145], [0.476, -0.496, 0.161], [0.558, 0.577, -0.403], [-0.123, 0.373, 0.005], [2.522, -1.610, -1.018]]}